Computed, not measured: the molecule C13H15F3N2O, with ωB97M-V/def2-TZVPD.

**SMILES string**: O[C@@H](CNCCc1c[nH]c2ccccc12)C(F)(F)F
**Orbital gap**: 8.8 eV
**Spin multiplicity**: 1
**Energy relative to the best compared isomer or geometry (same formula, charge and spin)**: 0.0 kcal/mol
**Lowest unoccupied orbital energy**: 0.686 eV

```
34
C13H15F3N2O ωB97M-V/def2-TZVPD
O -3.25 -1.20 -0.88
C -2.39 -0.54 0.00
C -0.96 -0.49 -0.56
N -0.63 -1.82 -1.04
C -0.11 -2.74 -0.04
C 1.41 -2.69 0.18
C 1.88 -1.36 0.67
C 1.89 -0.92 1.96
N 2.34 0.37 2.02
C 2.63 0.79 0.75
C 3.11 2.02 0.29
C 3.30 2.16 -1.06
C 3.04 1.11 -1.95
C 2.57 -0.11 -1.50
C 2.36 -0.28 -0.13
C -2.92 0.88 0.22
F -4.14 0.91 0.75
F -2.96 1.60 -0.91
F -2.12 1.55 1.07
H -2.69 -1.85 -1.35
H -2.41 -1.03 0.99
H -0.95 0.20 -1.42
H -0.28 -0.09 0.20
H 0.02 -1.76 -1.81
H -0.62 -2.55 0.91
H -0.38 -3.75 -0.37
H 1.68 -3.47 0.90
H 1.91 -2.92 -0.77
H 1.61 -1.44 2.86
H 2.44 0.92 2.85
H 3.31 2.83 0.98
H 3.67 3.10 -1.45
H 3.21 1.26 -3.00
H 2.38 -0.91 -2.20
```

Computed, not measured: the molecule C13H15F6N3O3S, with ωB97M-V/def2-TZVPD.

**SMILES string**: CCOC(=O)Cc1csc(NC(NC(=O)CC)(C(F)(F)F)C(F)(F)F)n1
**Orbital gap**: 9.4 eV
**Spin multiplicity**: 1
**Energy relative to the best compared isomer or geometry (same formula, charge and spin)**: 0.0 kcal/mol
**Lowest unoccupied orbital energy**: 0.443 eV

```
41
C13H15F6N3O3S ωB97M-V/def2-TZVPD
C 4.88 0.91 -0.05
C 3.94 -0.29 -0.02
O 3.21 -0.36 1.21
C 2.13 0.39 1.32
O 1.71 1.14 0.47
C 1.43 0.14 2.65
C 0.40 -0.92 2.39
C 0.26 -2.11 3.02
S -1.04 -3.02 2.31
C -1.28 -1.69 1.19
N -2.27 -1.73 0.25
C -2.13 -1.05 -1.03
N -1.57 0.24 -0.84
C -1.65 1.30 -1.72
O -2.26 1.25 -2.75
C -0.91 2.51 -1.19
C -1.69 3.13 -0.03
C -1.20 -1.93 -1.95
F -0.90 -1.37 -3.11
F -0.04 -2.17 -1.31
F -1.75 -3.12 -2.19
C -3.56 -1.00 -1.67
F -3.56 -1.02 -2.99
F -4.26 -2.09 -1.29
F -4.24 0.05 -1.24
N -0.48 -0.70 1.37
H 5.45 0.89 -0.97
H 5.55 0.88 0.80
H 4.30 1.83 -0.01
H 4.50 -1.23 -0.07
H 3.23 -0.24 -0.85
H 0.94 1.06 2.97
H 2.15 -0.20 3.40
H 0.81 -2.51 3.84
H -2.79 -2.60 0.22
H -0.95 0.31 -0.02
H -0.83 3.23 -2.01
H 0.08 2.22 -0.86
H -2.69 3.40 -0.34
H -1.18 4.03 0.31
H -1.76 2.43 0.80
```

Computed, not measured: the ion C13H15N2 with charge +1 in a non-equilibrium geometry, with ωB97M-V/def2-TZVPD.

**Orbital gap (alpha / beta)**: 6.9 / 6.8 eV
**Spin multiplicity**: 1
**Energy relative to the best compared isomer or geometry (same formula, charge and spin)**: 151.3 kcal/mol
**Lowest unoccupied orbital energy (alpha / beta)**: -4.832 / -4.850 eV
**Charge**: +1

```
30
C13H15N2 ωB97M-V/def2-TZVPD
C -3.74 0.33 -0.31
C -2.85 0.54 -1.37
C -3.35 -0.27 0.89
C -1.57 0.03 -1.26
C -2.03 -0.74 1.03
C -1.11 -0.42 0.00
C 3.01 0.84 -0.88
C 3.40 -0.26 -0.05
C 1.91 1.55 -0.53
C 2.58 -1.24 0.36
C 0.27 -0.48 0.24
C 0.30 2.37 1.05
C 0.71 -2.73 -0.20
N 1.31 1.35 0.65
N 1.16 -1.36 0.13
H -4.69 0.90 -0.45
H -3.18 1.20 -2.10
H -4.07 -0.37 1.65
H -0.72 0.19 -1.95
H -1.60 -0.94 1.97
H 3.49 1.17 -1.79
H 4.44 -0.64 0.08
H 1.74 2.52 -1.15
H 2.80 -2.07 0.99
H -0.63 1.80 1.16
H 0.63 2.78 2.00
H 0.08 3.19 0.36
H 1.40 -3.35 -0.56
H -0.14 -2.72 -0.81
H 0.45 -3.19 0.83
```

Computed, not measured: a structure of composition C13H15N2ORu in a non-equilibrium geometry, with ωB97M-V/def2-TZVPD.

**<S²>**: 12.0640
**Orbital gap (alpha / beta)**: 3.9 / 5.4 eV
**Spin multiplicity**: 7
**Lowest unoccupied orbital energy (alpha / beta)**: 3.373 / 1.977 eV
**Charge**: -1

```
32
C13H15N2ORu ωB97M-V/def2-TZVPD
C -2.42 2.72 -0.94
C -1.03 3.17 -0.96
C -0.47 2.91 0.38
C -1.55 2.35 1.19
C -2.72 2.24 0.38
Ru -1.02 1.08 -0.48
C 0.85 0.90 -1.35
C -0.20 0.30 -2.27
C -0.64 0.22 -3.54
N -0.74 -0.61 -1.36
H 0.57 3.07 0.68
H -0.50 3.62 -1.79
H -1.41 1.99 2.23
H -3.67 1.79 0.69
H -3.09 2.77 -1.79
H 1.35 1.85 -1.84
H -0.96 -1.56 -1.10
H 1.64 0.13 -1.07
H 0.18 0.52 -4.19
H -1.68 0.21 -3.78
O 0.48 -0.01 1.70
N 0.95 -1.24 1.69
C 2.31 -1.42 1.76
C 2.83 -2.69 1.81
C 1.99 -3.80 1.78
C 0.61 -3.60 1.71
C 0.11 -2.32 1.65
H 2.91 -0.51 1.79
H 3.93 -2.79 1.87
H 2.40 -4.81 1.82
H -0.08 -4.42 1.69
H -0.96 -2.08 1.63
```

Computed, not measured: the molecule C13H15N3O3 in a non-equilibrium geometry, with ωB97M-V/def2-TZVPD.

**SMILES string**: NCC(=O)N[C@@H](Cc1c[nH]c2ccccc12)C(=O)O
**Orbital gap**: 8.6 eV
**Spin multiplicity**: 1
**Energy relative to the best compared isomer or geometry (same formula, charge and spin)**: 5.7 kcal/mol
**Lowest unoccupied orbital energy**: 0.576 eV

```
34
C13H15N3O3 ωB97M-V/def2-TZVPD
N 3.59 -3.04 -0.49
C 2.63 -2.17 -1.12
C 2.21 -0.97 -0.25
O 2.50 -0.92 0.93
N 1.46 -0.04 -0.89
C 1.07 1.21 -0.27
C 0.27 1.02 1.03
C -0.85 0.05 0.89
C -0.85 -1.25 1.31
N -2.05 -1.85 0.97
C -2.85 -0.95 0.29
C -4.13 -1.09 -0.24
C -4.67 0.02 -0.86
C -3.98 1.24 -0.94
C -2.71 1.38 -0.40
C -2.13 0.26 0.24
C 2.27 2.12 -0.09
O 3.37 1.92 -0.53
O 1.96 3.23 0.60
H 4.45 -2.53 -0.38
H 3.28 -3.22 0.45
H 1.71 -2.77 -1.34
H 3.00 -1.82 -2.05
H 1.36 -0.07 -1.92
H 0.41 1.72 -0.97
H 0.93 0.71 1.81
H -0.11 2.01 1.36
H -0.07 -1.78 1.80
H -2.31 -2.79 1.18
H -4.62 -2.02 -0.18
H -5.69 -0.05 -1.28
H -4.44 2.07 -1.42
H -2.17 2.29 -0.45
H 2.77 3.77 0.64
```

Computed, not measured: the molecule C13H15N3O3S2 in a non-equilibrium geometry, with ωB97M-V/def2-TZVPD.

**SMILES string**: CCc1nc(NC(=O)Cc2csc(C)n2)sc1C(=O)OC
**Orbital gap**: 9.0 eV
**Spin multiplicity**: 1
**Energy relative to the best compared isomer or geometry (same formula, charge and spin)**: 0.0 kcal/mol
**Lowest unoccupied orbital energy**: 0.461 eV

```
36
C13H15N3O3S2 ωB97M-V/def2-TZVPD
C -4.39 -2.33 0.41
C -3.47 -1.95 -0.75
C -2.41 -1.01 -0.29
N -1.19 -1.48 0.03
C -0.41 -0.54 0.46
N 0.88 -0.78 0.86
C 1.65 0.20 1.44
O 1.24 1.34 1.55
C 3.02 -0.24 1.88
C 4.01 0.22 0.85
C 4.49 1.48 0.73
S 5.59 1.59 -0.59
C 5.31 -0.12 -0.89
C 6.00 -0.83 -2.00
N 4.48 -0.66 -0.07
S -1.09 1.06 0.51
C -2.56 0.35 -0.10
C -3.71 1.18 -0.39
O -4.80 0.79 -0.75
O -3.42 2.49 -0.21
C -4.47 3.40 -0.49
H -5.12 -3.06 0.08
H -4.92 -1.44 0.76
H -3.82 -2.75 1.23
H -4.06 -1.48 -1.53
H -2.98 -2.84 -1.14
H 1.22 -1.72 0.75
H 3.24 0.24 2.84
H 3.08 -1.33 1.98
H 4.26 2.34 1.33
H 5.74 -0.38 -2.95
H 7.08 -0.76 -1.87
H 5.70 -1.87 -1.99
H -4.78 3.32 -1.53
H -4.07 4.39 -0.29
H -5.33 3.20 0.15
```